Formula: C20H47ClO2P2Re
Source: the Open Molecules 2025 dataset
Level of theory: ωB97M-V/def2-TZVPD

Last column: Löwdin charge in e.
Cartesian coordinates (Å):
H -2.5486 3.1907 -3.1429  0.095
H 2.3986 0.0592 1.3337  0.062
H -1.5004 5.0285 -0.3992  0.076
H 0.9783 -0.0831 -4.3161  0.081
C -0.6107 4.4130 -0.2121  -0.123
H 0.5437 4.4276 -3.4974  0.067
H 1.2169 -3.5268 -1.9014  0.072
C 3.0920 -1.7872 2.3051  -0.575
C -0.0719 4.7682 -2.6568  -0.106
H -0.6487 -3.1614 4.5927  0.079
H 1.0634 -0.1286 -2.5389  0.065
H 0.2074 -2.6554 -0.7165  0.035
H 3.8521 -1.8893 1.5060  0.100
H -3.1148 0.7472 3.3703  0.088
C 0.4168 -3.5506 2.7244  -0.570
C -0.4520 2.1544 -4.6851  -0.110
C -0.1994 -2.5934 3.7667  -0.117
H -0.8498 3.6807 0.5756  0.047
H 1.7416 -0.1841 2.9793  0.037
H -1.0065 -1.9847 3.3312  0.074
H -2.7810 2.4805 3.1884  0.081
C 2.6359 -0.3100 2.3465  -0.145
H 3.4420 0.3121 2.7601  0.070
H -1.0872 4.9824 -3.0169  0.079
H 0.3076 1.4642 -0.1365  -0.021
H -0.3519 -0.4801 -0.3994  -0.033
H 1.0405 -4.3164 3.2233  0.089
H -0.3214 -5.0833 1.3202  0.062
H 2.7781 -2.5810 -0.3743  0.101
H -2.2406 1.6406 4.6643  0.085
C 3.7376 -2.2780 3.6112  -0.125
H 0.3584 5.7153 -2.2989  0.087
H 4.6313 -1.6682 3.8141  0.070
H -4.3889 2.4109 -1.2483  0.093
H -1.1971 -3.5265 1.2350  0.069
H 3.0577 -2.1843 4.4699  0.070
H -0.4795 -0.4243 -3.3637  0.076
C 0.1551 1.6703 -3.3659  -0.513
C -0.6985 -4.2380 1.9075  -0.121
C -3.1432 1.0904 -3.0893  -0.126
H 0.1659 5.0739 0.2048  0.089
C 0.8938 -3.5079 -0.8499  -0.142
H 0.3550 -4.4432 -0.6462  0.061
H -0.8140 3.1866 -4.6570  0.059
H 3.0665 -5.1063 -0.8774  0.066
Re -1.2607 0.8962 -0.0305  0.763
C -2.5768 2.3559 -2.4321  -0.522
H 0.3342 2.1050 -5.4518  0.091
P 1.6890 -2.7552 1.6928  1.038
H 0.5351 -1.9091 4.1971  0.052
C 2.9853 -4.6572 0.1200  -0.135
H -3.1351 0.2520 -2.3764  0.002
H -1.4694 -4.6502 2.5724  0.079
Cl -3.0402 -0.5791 -0.0064  -0.056
C -1.0426 1.1765 2.9867  -0.586
P -0.8143 2.1031 -1.8431  0.812
C -3.3309 2.6919 -1.1463  -0.143
H -2.6150 0.7849 -3.9993  0.051
C 2.1362 -3.3760 0.0515  -0.580
H 2.5540 -5.3983 0.8060  0.069
H -1.2686 1.5130 -5.0270  0.064
O -0.1393 0.7019 3.6737  0.054
C -0.0661 3.7758 -1.4880  -0.525
H 4.0581 -3.3258 3.5158  0.069
H 4.0051 -4.4308 0.4658  0.069
H -2.9328 2.0664 -0.2638  -0.010
H -4.1978 1.2711 -3.3513  0.088
H 1.1036 2.2048 -3.1979  0.105
O -0.9266 1.4444 1.6869  -0.351
C 0.4434 0.1716 -3.3924  -0.131
H 0.9771 3.4697 -1.2999  0.105
H -3.2549 3.7543 -0.8872  0.073
C -2.3804 1.5387 3.5842  -0.001

As for the spin multiplicity: 4. The energy above the lowest of the compared OMol25 structures with the same formula, charge and spin is 0.0 kJ/mol. The energy is -58824.2378 eV. As for the HOMO energy (alpha / beta): -5.785 / -5.789 eV.